2 unconnected molecules or ions with the total composition C7H12N3OS. Source: the Open Molecules 2025 dataset; level of theory: ωB97M-V/def2-TZVPD.

XYZ file:
```
24
Properties=species:S:1:pos:R:3:mulliken_charge:R:1
H 2.07 0.05 1.45 0.394
C -1.06 0.01 0.08 0.078
H 0.71 -3.57 -0.14 0.274
C 1.72 2.24 -0.55 -0.967
C -3.44 -0.03 -0.37 -0.227
H 1.66 0.37 -1.39 0.441
N -1.65 -0.95 0.74 -0.533
H 2.56 1.99 0.09 0.376
N 0.97 1.02 -0.91 -0.105
H 0.25 1.27 -1.60 0.378
H 1.07 2.95 -0.05 0.336
C 1.01 0.30 1.51 -1.532
H 2.11 2.70 -1.46 0.403
H 0.90 1.29 1.94 0.425
O 2.03 -1.36 -1.40 -0.545
H -4.44 0.15 -0.71 0.467
C 0.35 0.22 0.16 0.524
S -2.15 0.95 -0.94 -0.153
C 1.18 -1.66 -0.63 0.648
H -3.60 -1.69 1.01 0.421
H -0.32 -2.30 0.51 0.281
N 0.52 -2.58 -0.03 -0.205
H 0.53 -0.41 2.18 0.430
C -2.98 -0.97 0.51 -0.609
```

Computed properties:
Net charge   +1
Orbital gap   8.5827 eV
Strongest force on any atom   3.97 eV/A